Record 1
Here is a structure of composition C42H53BrCl3FNO2PSn in a non-equilibrium geometry from the OMol25 dataset. Energies are from the ωB97M-V functional and the def2-TZVPD basis.

Structure (XYZ):
```
105
Properties=species:S:1:pos:R:3:forces:R:3:mulliken_charge:R:1
Sn 0.9032 -0.4479 0.2778 -0.9045 0.6752 -0.2222 2.86
C 1.5252 5.2255 1.5657 -0.0603 0.0243 -0.1131 -1.68
C 1.5776 3.8731 0.8596 0.1995 -0.2142 0.2569 0.43
C 2.9513 3.2244 1.1116 -0.0607 0.0437 -0.1405 -1.55
P 0.3458 2.5289 1.2637 -0.0329 0.3496 -0.1828 0.25
C -1.2702 2.9819 0.4722 -0.0680 0.0271 0.1314 0.93
C -1.6996 4.4456 0.4430 0.0041 -0.0776 -0.0422 -1.56
C -2.3477 2.0899 1.0970 0.0513 0.0051 -0.0629 -1.49
C 0.0695 2.7249 3.0747 0.1252 -0.2930 -0.0304 0.43
C -0.3223 3.8957 3.7140 -0.0551 -0.0323 -0.0191 -0.01
C -0.3278 4.0278 5.1001 -0.0374 0.0008 0.0036 0.54
C -0.6902 5.3317 5.7562 0.0275 -0.0807 0.0067 -1.78
C 0.0508 2.9242 5.8735 -0.1240 -0.0144 -0.0091 -0.83
C 0.3370 1.7169 5.2850 0.1239 0.0065 -0.0680 -0.81
C 0.3457 1.5803 3.8743 0.1695 -0.0547 0.1150 -1.07
N 0.7379 0.4278 3.2664 -0.0580 -0.0195 0.0592 0.17
C 0.5948 -0.8046 3.8726 0.0354 0.1417 0.2079 -0.35
C 1.6537 -1.7306 3.7168 0.1652 0.1606 0.0974 1.30
C 2.9334 -1.3418 3.0153 -0.1874 -0.1534 -0.0451 -1.82
C 1.5484 -2.9841 4.3047 0.0583 -0.0360 -0.1416 -0.73
C 0.4233 -3.3752 5.0149 -0.0058 -0.0635 0.0453 0.82
C 0.3348 -4.7326 5.6620 -0.0267 0.0803 -0.0707 -1.68
C -0.6327 -2.4734 5.1158 -0.0611 -0.0115 -0.0508 -0.85
C -0.5812 -1.2058 4.5629 -0.1188 0.0676 -0.1059 1.62
C -1.8291 -0.3515 4.5964 0.1305 -0.1007 -0.0024 -1.86
H 2.3213 5.8583 1.1635 -0.0237 0.0056 0.0181 0.50
H 1.7027 5.1183 2.6363 0.0047 0.0061 -0.0085 0.36
H 0.5809 5.7504 1.4182 0.0228 -0.0085 0.0463 0.27
H 1.4556 4.0280 -0.2154 -0.0504 -0.0058 -0.0162 0.52
H 3.0604 2.9761 2.1724 0.0239 0.0114 -0.0256 0.23
H 3.7566 3.9120 0.8406 -0.0163 0.0048 0.0356 0.49
H 3.0759 2.3049 0.5367 0.0202 -0.0116 0.0471 0.25
H -1.1204 2.6551 -0.5627 0.0386 -0.0248 -0.0061 0.26
H -1.9190 4.8267 1.4422 0.0165 0.0047 -0.0214 0.21
H -2.6139 4.5418 -0.1491 0.0054 0.0255 0.0120 0.48
H -0.9386 5.0746 -0.0191 -0.0395 0.0252 0.0127 0.33
H -2.5455 2.3877 2.1304 -0.0122 -0.0053 -0.0241 0.26
H -2.0362 1.0411 1.0981 -0.0412 -0.0028 0.0024 0.18
H -3.2814 2.1640 0.5354 0.0117 -0.0018 0.0081 0.54
H -0.6228 4.7479 3.1207 0.0966 0.0385 0.0040 0.13
H -0.9718 6.0821 5.0189 0.0000 -0.0002 0.0074 0.34
H 0.1542 5.7177 6.3313 -0.0154 0.0244 -0.0101 0.36
H -1.5221 5.2022 6.4512 -0.0051 0.0137 -0.0130 0.38
H 0.1031 3.0220 6.9526 -0.0100 -0.0040 -0.0165 0.41
H 0.6397 0.8681 5.8863 -0.0551 0.0027 0.0043 0.53
H 2.9369 -0.2918 2.7398 0.0472 0.0000 -0.0169 0.26
H 3.0638 -1.9251 2.0994 0.0182 0.0287 0.0330 0.23
H 3.7964 -1.5423 3.6527 -0.0249 0.0091 0.0293 0.49
H 2.3808 -3.6754 4.2033 -0.0100 0.0331 0.0268 0.35
H 1.2103 -5.3388 5.4309 -0.0112 0.0036 0.0049 0.37
H -0.5541 -5.2703 5.3243 0.0150 -0.0026 0.0101 0.34
H 0.2634 -4.6373 6.7472 0.0075 -0.0253 -0.0013 0.36
H -1.5456 -2.7865 5.6146 0.0168 0.0270 0.0032 0.45
H -2.7098 -0.9930 4.6332 0.0038 -0.0025 0.0088 0.57
H -1.9011 0.2807 3.7110 -0.0245 0.0081 0.0207 0.14
H -1.8516 0.3019 5.4692 -0.0413 0.0218 -0.0153 0.39
C 0.8758 0.5531 -8.0111 -0.0863 0.0502 -0.0490 -1.58
C -0.1879 1.2564 -7.1525 0.1543 -0.0807 0.0118 1.93
C 0.0109 2.7731 -7.2640 -0.0126 -0.0440 0.0050 -1.99
C -1.5801 0.9157 -7.7016 0.0206 0.0359 0.0189 -1.77
C -0.0440 0.7838 -5.7042 0.0410 0.0219 -0.0587 -0.30
C 0.6738 1.5018 -4.7603 0.0283 0.0446 0.0577 -0.44
C 0.7147 1.0572 -3.4525 -0.1003 0.0344 0.1086 -0.06
Br 1.6892 2.0767 -2.1792 -0.0145 0.0749 -0.0531 -0.27
C 0.0501 -0.0875 -2.9784 0.0753 -0.0115 -0.2041 0.55
O -0.0429 -0.3482 -1.6912 0.5104 -0.1253 0.4751 -0.59
C -0.5291 -0.9110 -3.9794 -0.0626 -0.0944 0.0594 -0.24
C -0.5764 -0.4303 -5.2852 -0.0769 -0.1316 -0.0426 -0.13
C -1.0098 -2.3603 -3.7372 0.0841 0.1234 0.0633 2.41
C -2.2994 -2.6503 -4.5203 -0.0024 0.0127 -0.0213 -1.94
C 0.1068 -3.2867 -4.2485 -0.0659 -0.0823 0.0686 -1.76
C -1.2780 -2.7220 -2.2685 -0.0727 -0.0267 -0.0784 -2.12
H 0.8182 0.8926 -9.0507 0.0146 -0.0350 0.0410 0.44
H 0.7294 -0.5293 -7.9925 0.0233 0.0205 -0.0064 0.33
H 1.8761 0.7674 -7.6299 -0.0060 -0.0073 -0.0237 0.33
H -0.2975 3.1134 -8.2551 0.0558 -0.0058 0.0094 0.44
H 1.0578 3.0537 -7.1320 -0.0384 0.0174 0.0515 0.33
H -0.5883 3.3029 -6.5206 0.0074 0.0169 -0.0335 0.44
H -1.7161 1.3864 -8.6785 0.0022 -0.0392 0.0099 0.47
H -2.3616 1.2813 -7.0322 -0.0042 -0.0133 -0.0300 0.37
H -1.7145 -0.1587 -7.8368 -0.0276 0.0268 0.0446 0.35
H 1.2050 2.4079 -5.0203 -0.0829 0.0135 0.0373 0.38
H -1.0521 -1.0509 -6.0354 0.0151 0.0209 0.0738 0.10
H -2.1336 -2.6788 -5.5981 -0.0334 0.0158 0.0246 0.38
H -3.0603 -1.8956 -4.3106 -0.0016 -0.0335 0.0031 0.42
H -2.6934 -3.6274 -4.2297 0.0138 0.0179 -0.0187 0.46
H 0.3305 -3.0886 -5.2983 -0.0009 -0.0240 0.0117 0.35
H -0.1937 -4.3358 -4.1454 0.0200 0.0472 -0.0242 0.44
H 1.0210 -3.1355 -3.6691 -0.0013 0.0129 -0.0332 0.28
H -1.9853 -2.0342 -1.8055 -0.0018 -0.0276 0.0214 0.38
H -0.3627 -2.7071 -1.6835 -0.0348 0.0271 -0.0121 0.01
H -1.6975 -3.7347 -2.2318 0.0113 0.0420 -0.0209 0.62
Cl -0.8263 -8.2650 1.4922 -0.0340 -0.0708 0.0157 -0.18
C -0.2569 -6.6941 1.1243 0.0468 0.1460 -0.0466 0.49
C -1.0140 -5.5865 1.5353 0.0744 -0.1712 -0.0782 -0.66
C -0.5637 -4.3331 1.2437 0.0525 0.1311 -0.1361 0.71
Cl -1.5052 -2.9667 1.6330 0.0570 0.0376 0.0506 -0.07
C 0.7026 -4.1043 0.5439 -0.0567 -0.2778 0.0317 -0.92
O 1.1446 -2.9831 0.3019 0.1843 -0.3563 -0.0756 -0.63
C 1.4121 -5.3145 0.1234 -0.0776 0.1012 0.0012 0.61
Cl 2.8527 -5.1070 -0.7621 0.0346 0.0559 0.0062 -0.15
C 0.9393 -6.5620 0.4010 -0.1104 -0.0793 0.1289 -0.62
H -1.9572 -5.7248 2.0441 0.0299 -0.0358 0.0235 0.49
H 1.4763 -7.4384 0.0676 -0.0199 -0.0146 0.0412 0.47
F 2.8409 -0.2237 0.0314 0.2106 0.0089 -0.2254 -0.85
```
Positions in Å, forces in eV/Å.

## Properties
Gap between HOMO and LUMO (alpha / beta) = 5.4716 / 4.1288 eV
2S+1 = 1
ΔE to the lowest compared entry with this formula, charge and spin = 2.067 eV
HOMO (alpha / beta) = -0.2588 / -0.2587 hartree
E_LUMO (alpha / beta) = -1.6 / -2.9 eV

=====

Record 2
Here is a structure of composition C13H22F6IN6NiO6S2 from the OMol25 dataset. Energies are from the ωB97M-V functional and the def2-TZVPD basis.

Structure (XYZ):
```
57
Properties=species:S:1:pos:R:3:forces:R:3:nbo_charge:R:1
Ni -0.3349 -0.6142 -1.1418 0.6340 -0.5982 -0.4632 0.85
F 0.2665 4.4884 2.9715 -0.0313 -0.0363 -0.0778 -0.28
C 0.2464 3.2176 2.6451 0.2202 -0.0515 0.0263 0.71
F 0.1893 2.4865 3.7967 -0.0271 -0.0905 -0.0470 -0.36
F 1.4025 2.8922 2.0474 -0.1362 -0.0581 0.0072 -0.32
S -1.2106 2.7660 1.6040 0.0845 0.6400 0.0543 2.31
O -1.1196 1.3080 1.5724 -0.0341 -0.1492 -0.3052 -1.05
O -2.3103 3.3131 2.3238 -0.1150 -0.1717 -0.0557 -0.89
N -0.8409 3.4851 0.2992 -0.0560 -0.3507 -0.0116 -1.25
S -0.9255 3.1719 -1.2497 0.0720 0.3205 -0.2726 2.28
O -1.7719 4.1018 -1.9131 0.0042 -0.0225 0.0219 -0.88
O -1.0032 1.7847 -1.6477 -0.0762 0.0181 0.7536 -0.98
C 0.7991 3.6328 -1.7001 -0.0071 0.0106 -0.0161 0.72
F 1.6624 2.7838 -1.1067 0.0128 -0.0104 0.0177 -0.34
F 1.0962 4.8658 -1.3296 0.0103 -0.0404 -0.0034 -0.29
F 0.9446 3.5167 -3.0172 0.0164 -0.0121 0.0296 -0.31
N 0.0796 -0.6473 4.4500 0.0403 -0.0686 0.0020 -0.67
C 0.1461 -0.9333 2.9610 0.0364 -0.0084 0.1182 -0.09
C 1.6033 -1.0107 2.5286 -0.0216 -0.0159 -0.0062 -0.44
C 1.6791 -1.2976 1.0191 0.0335 0.0696 0.1866 -0.05
N 1.1729 -0.1517 0.2271 -0.4212 0.0896 -0.1955 -0.89
C 0.8970 -2.5648 0.6888 0.0220 -0.0366 -0.1142 -0.42
C -0.5603 -2.4664 1.1229 0.0272 0.1177 0.2015 -0.05
N -1.2771 -1.3973 0.3790 -0.1975 0.4094 0.0261 -0.85
C -0.6360 -2.1981 2.6364 0.0250 -0.0452 0.0099 -0.44
H 0.5291 0.2480 4.6598 -0.0220 0.0716 -0.0304 0.46
H 0.5475 -1.3764 4.9924 -0.0105 0.0042 0.0231 0.43
H -0.8903 -0.5867 4.7681 -0.0008 0.0274 -0.0163 0.45
H -0.3380 -0.0591 2.5261 0.0845 -0.1115 0.0945 0.28
H 2.1073 -1.8171 3.0721 0.0380 -0.0073 -0.0277 0.22
H 2.1219 -0.0737 2.7505 0.0016 0.0006 0.0140 0.23
H 2.7259 -1.4545 0.7604 0.0002 0.0183 -0.0360 0.23
H 1.9230 0.4327 -0.1268 0.0259 -0.0914 -0.1149 0.42
H 0.5984 0.4760 0.7872 0.0241 0.1289 0.0871 0.42
H 1.3610 -3.4215 1.1849 -0.0019 0.0236 0.0245 0.23
H 0.9396 -2.7524 -0.3856 0.0187 -0.0092 -0.0032 0.25
H -1.0537 -3.4114 0.9035 -0.0337 0.0004 0.0014 0.24
H -1.4534 -0.5819 0.9645 -0.1067 0.0351 0.0103 0.42
H -2.1888 -1.7235 0.0740 0.0590 -0.1433 -0.1470 0.44
H -0.2104 -3.0511 3.1753 -0.0135 -0.0287 -0.0301 0.22
H -1.6817 -2.0948 2.9397 0.0005 -0.0045 0.0148 0.23
I 4.5708 0.2300 -4.6575 -0.0127 -0.0022 0.0098 0.23
C 2.6385 0.1429 -3.9606 0.0240 0.0014 -0.0136 -0.30
C 1.4901 0.5801 -4.5927 -0.0287 -0.0093 0.0226 -0.03
N 0.4719 0.3265 -3.7674 0.0326 0.0402 -0.0333 -0.29
N 0.8781 -0.2524 -2.6373 -0.1906 0.1130 0.0717 -0.33
C 2.2011 -0.3720 -2.7403 0.0150 -0.0042 0.0299 -0.06
H 1.3377 1.0438 -5.5522 0.0139 -0.0020 0.0030 0.25
H -0.5377 0.4179 -3.8952 -0.0593 0.0017 0.0157 0.47
H 2.7882 -0.8294 -1.9613 -0.0068 0.0028 0.0153 0.21
C -3.5273 -2.5906 -2.7977 -0.0447 -0.0234 -0.0054 -0.27
O -2.4698 -2.1780 -1.9063 -0.0626 0.0552 -0.0734 -0.57
C -1.7277 -1.1193 -2.3351 0.1544 -0.0103 0.2819 0.56
O -1.9876 -0.5863 -3.3872 -0.0383 0.0054 -0.0933 -0.65
H -4.0372 -3.4072 -2.2961 0.0110 -0.0024 0.0041 0.20
H -3.1102 -2.9259 -3.7446 0.0117 0.0053 0.0065 0.20
H -4.2110 -1.7654 -2.9817 0.0021 0.0052 0.0081 0.20
```
Positions in Å, forces in eV/Å.

## Properties
Gap between HOMO and LUMO = 7.8254 eV
Net charge = +1
2S+1 = 1
ΔE to the lowest compared entry with this formula, charge and spin = 0.000 eV
HOMO = -0.4126 hartree
E_LUMO = -3.4 eV

=====

Record 3
Here is a cluster of 2 separate species, C4H13NO in total in a non-equilibrium geometry from the OMol25 dataset. Energies are from the ωB97M-V functional and the def2-TZVPD basis.

Structure (XYZ):
```
19
Properties=species:S:1:pos:R:3:forces:R:3:nbo_charge:R:1
C 0.0782 2.7413 1.3796 1.3725 0.5251 0.0701 -0.61
C 0.3180 1.3616 0.8475 0.5067 -1.2044 -1.1412 -0.20
N -0.7671 0.9428 -0.0176 -0.4733 0.4465 0.6908 -0.65
C -0.8886 -0.4149 -0.4837 -0.8765 -0.1482 0.4056 -0.20
C -0.2018 -0.7327 -1.8076 0.3619 1.1895 0.1214 -0.64
H 0.8970 3.0392 2.0459 -0.2007 -0.2044 0.1644 0.21
H 0.1555 3.4861 0.5876 -0.3779 -0.0336 -0.2415 0.20
H -0.8552 2.8370 1.8944 -0.5749 0.0013 0.2404 0.21
H 0.4422 0.5954 1.6157 -0.3624 0.1691 0.4111 0.18
H 1.2863 1.2792 0.3122 -0.0009 0.5015 0.1154 0.15
H -1.0663 1.6583 -0.6626 0.0835 -0.1486 -0.1200 0.36
H -1.9700 -0.6101 -0.5269 0.1544 -0.1491 -0.3549 0.19
H -0.5874 -1.0832 0.3320 0.3439 0.1894 -0.0929 0.16
H 0.2517 -1.7109 -1.8523 -0.1427 -0.3377 -0.1912 0.23
H 0.5901 0.0188 -1.9108 0.2315 -0.2973 -0.0174 0.20
H -0.8653 -0.5066 -2.6424 -0.0900 -0.4531 -0.0659 0.20
O 1.0882 -3.3106 0.0379 0.2044 -0.0514 0.4516 -0.93
H 1.7152 -3.7466 0.6302 -0.0245 -0.0837 -0.2835 0.47
H 0.6760 -2.6691 0.6262 -0.1349 0.0892 -0.1623 0.46
```
Positions in Å, forces in eV/Å.

## Properties
Gap between HOMO and LUMO = 9.0017 eV
2S+1 = 1
ΔE to the lowest compared entry with this formula, charge and spin = 0.814 eV
HOMO = -0.3014 hartree
E_LUMO = 0.8 eV

=====

Record 4
Here is an isolated molecule of C14H20N2O4S from the OMol25 dataset. Energies are from the ωB97M-V functional and the def2-TZVPD basis.

Structure (XYZ):
```
41
Properties=species:S:1:pos:R:3:forces:R:3:nbo_charge:R:1
C -0.4280 -2.0881 -2.4716 0.0823 0.0150 -0.0006 -0.64
C -1.0339 -2.1046 -1.1032 -0.0210 -0.1140 0.1247 0.03
C -0.8194 -3.1829 -0.2553 0.0264 0.0315 -0.0997 -0.25
C -1.3195 -3.1685 1.0346 0.0013 0.0569 0.0242 -0.18
C -2.0106 -2.0694 1.5043 -0.1200 0.2747 -0.0074 -0.30
C -2.2205 -0.9766 0.6665 0.0127 -0.2516 0.1137 0.38
O -2.8305 0.1046 1.2539 0.0961 -0.2449 0.0607 -0.52
C -3.1341 1.2352 0.4738 -0.3301 0.0788 -0.2198 -0.17
C -1.9988 1.9362 -0.2799 -0.1502 0.1133 0.1620 0.66
O -2.2273 2.3889 -1.3885 -0.2488 -0.0728 -0.1763 -0.63
N -0.7997 2.1063 0.3183 0.2215 0.1169 -0.0407 -0.44
C -0.3454 1.6005 1.5922 0.2159 -0.3008 0.2627 -0.23
C 0.6881 0.4917 1.3760 -0.3461 -0.3097 0.5553 -0.25
N 1.7749 0.9635 0.5270 0.8412 -0.4905 0.0204 -0.67
S 2.8901 -0.2842 0.2687 0.5288 0.5409 -0.1050 2.30
C 4.3938 0.6466 -0.1164 -0.8025 -0.3253 0.1566 -0.87
O 3.0866 -0.9625 1.5117 0.0139 0.1107 0.3502 -0.94
O 2.5113 -1.0623 -0.8773 0.0250 0.0754 -0.2167 -0.95
C 1.2922 1.4917 -0.7365 -0.2207 0.3330 -0.4614 -0.24
C 0.2988 2.6211 -0.4728 0.1749 -0.0255 -0.3328 -0.24
C -1.7590 -1.0116 -0.6427 -0.2151 0.1958 0.0529 -0.36
H 0.6395 -1.8799 -2.3769 0.0259 0.0180 -0.0974 0.25
H -0.5391 -3.0544 -2.9586 -0.0055 -0.0428 -0.0816 0.22
H -0.8807 -1.3210 -3.0957 -0.0111 0.0280 -0.0806 0.21
H -0.2505 -4.0296 -0.6070 0.0705 -0.1116 -0.0439 0.21
H -1.1562 -4.0130 1.6868 0.0191 -0.0730 0.0684 0.22
H -2.3836 -2.0267 2.5151 -0.0551 -0.0006 0.1326 0.22
H -3.8918 0.9940 -0.2842 0.2048 0.0821 0.0927 0.21
H -3.5708 1.9537 1.1765 0.0458 -0.0649 -0.1403 0.22
H -1.1765 1.2174 2.1802 0.1282 0.0483 -0.0227 0.24
H 0.1249 2.4308 2.1316 -0.0488 -0.0615 0.0192 0.20
H 1.1339 0.1884 2.3231 -0.1998 0.0119 0.0307 0.24
H 0.2067 -0.3827 0.9221 -0.0408 0.0836 0.1200 0.21
H 5.2321 -0.0176 0.0514 0.0346 -0.1996 0.0170 0.26
H 4.4309 1.4859 0.5640 0.0591 0.1438 0.1118 0.25
H 4.3641 0.9650 -1.1491 -0.0173 0.0782 -0.1697 0.24
H 2.1509 1.8666 -1.2941 -0.0790 0.0713 -0.1408 0.21
H 0.8094 0.6998 -1.3244 -0.0154 0.1306 -0.0342 0.21
H -0.1060 3.0034 -1.4109 0.1362 -0.0244 0.1483 0.26
H 0.7881 3.4282 0.0799 -0.0137 0.0101 -0.0371 0.20
H -1.9346 -0.1841 -1.3127 -0.0232 0.0648 -0.1150 0.23
```
Positions in Å, forces in eV/Å.

## Properties
Gap between HOMO and LUMO = 9.0665 eV
2S+1 = 1
ΔE to the lowest compared entry with this formula, charge and spin = 1.025 eV
HOMO = -0.3144 hartree
E_LUMO = 0.5 eV

=====

Question: Among the records above, which one has the lowest ΔE to the lowest compared entry with this formula, charge and spin?
Answer: C13H22F6IN6NiO6S2